The following is a DFT calculation (wB97M-V/def2-TZVPD) of a cluster of 2 separate species, C37H43BF6N2O3S in total at a distorted geometry.

Charge: 0
HOMO: -5.86 eV
Kohn-Sham gap: 0.101 hartree
Electronic energy: -76005.35343 eV
Molar mass: 720.63 g mol⁻¹
Lowest unoccupied orbital energy: -3.1006 eV
Energy above the lowest of the compared OMol25 structures with the same formula, charge and spin: 0.0 kJ/mol

Geometry as XYZ:
```
93
Properties=species:S:1:pos:R:3:forces:R:3
C -3.557779 -4.699803 -3.084727 0.494 -0.608 -0.500
N -3.756945 -3.374141 -2.555849 -0.639 0.247 0.420
C -4.921151 -2.676261 -3.082855 0.175 -0.314 0.563
C -4.500037 -1.921988 -4.308422 1.122 0.864 -1.418
F -5.483345 -1.195051 -4.900311 0.826 -0.767 0.714
F -3.469117 -1.062195 -3.993735 -1.078 -0.639 -0.411
F -3.994519 -2.788290 -5.254717 -0.598 0.906 0.722
C -2.901141 -2.807611 -1.663471 0.143 0.265 0.122
C -3.319409 -1.780985 -0.765996 0.323 0.171 -0.138
C -2.406459 -1.183174 0.071328 0.017 0.065 0.032
C -1.014929 -1.527288 0.041747 0.261 -0.066 0.145
C -0.061327 -0.883244 0.879804 -0.324 0.246 -1.290
C 1.318445 -0.707297 0.555086 0.758 0.076 -0.051
C 2.278072 -0.489125 1.594215 -0.437 -0.105 0.107
C 3.633153 -0.460137 1.342740 0.080 0.112 -0.494
C 4.108005 -0.421860 0.000616 -0.908 -0.721 0.214
N 5.453775 -0.416590 -0.274779 0.740 -0.157 0.833
C 6.082334 0.498499 -1.191687 0.045 0.245 -0.950
C 6.360951 -1.324080 0.425365 -0.629 0.729 0.038
C 6.459589 -2.597532 -0.362527 -0.387 -1.389 -1.243
F 7.291136 -3.535620 0.168303 -0.783 1.039 -0.406
F 5.206501 -3.163280 -0.479806 1.277 0.333 0.144
F 6.883182 -2.341968 -1.648424 -0.240 -0.385 1.213
C 3.160067 -0.483884 -1.056659 0.085 0.232 0.147
C 1.818013 -0.675055 -0.787184 -0.035 0.088 0.257
C -0.622670 -2.568739 -0.854853 -0.274 0.119 -0.311
C -1.542667 -3.218994 -1.646380 0.285 0.028 0.057
H -2.899546 -5.272376 -2.422054 -0.278 0.082 -0.173
H -4.530529 -5.208808 -3.147632 0.323 0.099 0.067
H -3.119553 -4.670251 -4.096197 -0.102 -0.154 0.349
H -5.651938 -3.433142 -3.382829 -0.161 0.372 0.199
H -5.319021 -1.968833 -2.352214 -0.217 -0.222 -0.300
H -4.365646 -1.471621 -0.765062 0.468 0.001 0.205
H -2.720417 -0.347370 0.703015 0.010 -0.472 0.015
H -0.428204 -0.390204 1.775798 0.015 -0.143 0.110
H 1.905995 -0.356939 2.615063 0.176 -0.259 -0.251
H 4.362430 -0.404887 2.155880 -0.432 0.126 -0.208
H 5.409640 1.338953 -1.414745 0.216 -0.291 0.083
H 7.001420 0.897466 -0.732537 -0.331 -0.033 -0.130
H 6.369011 0.001890 -2.134280 -0.087 0.301 0.220
H 7.351523 -0.861383 0.467112 -0.123 -0.193 0.339
H 5.946872 -1.562924 1.409481 0.465 -0.039 -0.075
H 3.523679 -0.436705 -2.090428 -0.227 -0.030 0.464
H 1.121414 -0.743447 -1.621362 0.140 -0.002 0.209
H 0.430443 -2.822740 -0.952556 -0.262 -0.159 0.243
H -1.220262 -3.998221 -2.342585 -0.023 0.358 0.349
C -4.793927 -5.586348 1.871491 -0.402 0.865 0.520
O -5.356492 -4.407639 2.491634 -0.028 -1.060 -0.891
C -4.610344 -3.782417 3.444590 1.102 0.522 0.988
C -5.194373 -2.688647 4.120030 0.067 -0.627 -0.411
C -4.473206 -2.008624 5.091905 -0.302 -0.392 -0.578
C -3.167976 -2.382171 5.383099 1.051 1.076 0.865
B -2.286990 -1.510863 6.479816 -2.212 -3.111 1.184
C -2.546602 -2.240772 7.921315 0.566 -0.490 0.516
C -1.843092 -3.251977 8.539387 -1.045 0.344 0.681
C -2.346359 -3.564476 9.854854 -0.466 0.394 0.050
C -3.419398 -2.790939 10.233487 0.738 -0.095 -0.827
C -4.188506 -2.866533 11.501154 0.006 -0.035 0.180
S -3.783241 -1.637805 8.979540 0.323 -0.717 0.116
O -0.877468 -1.599518 6.234465 1.055 1.152 -0.640
C -0.529814 -0.287385 5.839438 -0.294 0.193 0.752
C 0.926925 -0.057238 6.208873 0.005 0.295 -0.057
C -0.752365 -0.149706 4.332973 -0.121 0.315 -0.343
C -1.588392 0.616953 6.676304 0.257 -0.214 -0.686
C -1.162530 0.780425 8.127922 0.377 0.135 0.170
C -1.886826 1.971849 6.045228 0.261 0.072 0.015
O -2.764405 -0.166956 6.624377 0.598 1.345 -0.889
C -2.593232 -3.481252 4.767566 -0.684 -0.274 -0.639
C -3.300321 -4.183516 3.785502 -0.674 0.116 -0.141
H -5.594669 -5.957332 1.232167 0.143 -0.079 0.011
H -3.907697 -5.334259 1.266465 -0.176 -0.045 0.163
H -4.521282 -6.345324 2.621156 -0.097 0.223 -0.206
H -6.215885 -2.408922 3.879752 0.036 -0.074 -0.044
H -4.949441 -1.185790 5.628893 0.258 -0.113 -0.155
H -1.008438 -3.784256 8.111921 0.105 0.106 -0.249
H -1.935570 -4.321938 10.524226 -0.052 0.098 -0.218
H -3.731179 -3.659585 12.104997 -0.269 0.187 0.106
H -4.141247 -1.916053 12.052154 -0.112 -0.278 -0.014
H -5.241229 -3.117483 11.309695 0.201 0.066 0.191
H 1.236250 0.962609 5.944522 0.027 -0.076 0.099
H 1.074758 -0.213885 7.283354 0.013 -0.003 -0.305
H 1.563427 -0.760916 5.659541 -0.077 0.010 0.074
H -0.360655 0.803242 3.952650 -0.038 0.034 0.030
H -0.240146 -0.961833 3.802157 -0.016 -0.086 0.285
H -1.823141 -0.208037 4.085474 0.245 -0.064 0.116
H -0.290573 1.443543 8.197843 -0.077 -0.070 0.085
H -1.982396 1.235489 8.696210 0.096 -0.153 -0.126
H -0.914402 -0.188747 8.581918 -0.115 0.244 -0.131
H -0.977719 2.583538 5.998136 -0.059 -0.001 -0.046
H -2.295337 1.857206 5.035840 0.026 0.020 0.202
H -2.614757 2.508840 6.660784 0.015 -0.092 -0.085
H -1.600001 -3.835658 5.037470 -0.075 0.286 0.015
H -2.846863 -5.048493 3.310440 -0.048 0.093 0.030
```
Forces are in eV/Å.

Here are the Mulliken charges for atoms 1 to 5, given in e: -1.20 0.33 -1.06 1.02 -0.26